Density functional theory data (ωB97M-V/def2-TZVPD) for a cluster of 2 separate species, C4H11N3O in total in a non-equilibrium geometry.

Computed properties:
E_LUMO = 0.97 eV
SMILES = C/C(N)=N/N.CC=O
Spin multiplicity = 1
Molar mass = 117.152 g mol⁻¹
ΔE to the lowest compared entry with this formula, charge and spin = 248.1 kJ/mol

XYZ file:
```
19
Properties=species:S:1:pos:R:3:forces:R:3
C 0.987263 1.165178 0.095094 1.36 1.55 -1.47
O 0.168817 2.030244 0.357502 0.19 -0.57 0.24
H -1.451634 1.473909 -1.421717 0.24 -0.03 -0.45
H 1.327527 1.023596 -0.980321 -0.43 0.10 0.88
H -1.828114 0.992748 0.480342 0.03 -0.04 0.13
H 2.166582 -0.493452 0.731471 0.04 -0.06 0.02
C 1.926751 0.513934 1.065900 -0.69 -0.43 0.32
N -1.129710 0.754209 -2.071408 -0.21 0.05 0.47
H -1.184192 -2.624416 0.221147 -0.07 0.02 -0.05
C -0.323190 -1.956160 0.225243 0.41 0.39 0.25
H 0.435252 -2.350743 -0.444210 0.01 -0.02 -0.01
N -1.786785 -0.018407 0.492898 0.26 0.32 -0.06
H 0.069222 -1.925349 1.242045 0.08 -0.11 0.10
N -0.489639 -0.301909 -1.499042 0.14 -0.46 2.21
C -0.730359 -0.580036 -0.221670 -1.44 -1.01 -2.85
H 2.855503 1.082287 1.091829 -0.01 0.16 -0.07
H 1.487918 0.488205 2.061656 0.09 0.00 0.11
H -0.591278 1.106925 -2.852759 -0.14 0.07 0.24
H -1.909935 -0.380762 1.426001 0.15 0.07 -0.01
```
Positions in Å, forces in eV/Å.